(1)
This record from OMol25 describes 2 unconnected molecules or ions with the total composition C5H11N3 in a non-equilibrium geometry. The level of theory is ωB97M-V/def2-TZVPD.

Geometry (Å):
C -1.255 1.083 0.344
C -0.277 1.279 -1.840
C 1.569 -0.402 0.144
C 1.210 -1.875 -0.074
N -1.132 0.756 -0.935
N -2.154 0.410 1.184
C 0.928 0.099 1.378
N 0.677 0.272 2.488
H -1.585 -0.112 -1.205
H -0.911 2.056 0.655
H -2.156 -0.593 1.040
H -1.953 0.606 2.155
H 0.121 2.257 -1.629
H -0.414 0.975 -2.863
H 2.657 -0.290 0.278
H 1.307 0.202 -0.734
H 1.580 -2.483 0.753
H 0.133 -2.005 -0.135
H 1.653 -2.233 -1.003

## Properties
HOMO level (spin up / spin down)   -6.1 / -6.1 eV
Energy above the lowest of the compared OMol25 structures with the same formula, charge and spin   72.3 kcal/mol
Frontier orbital gap (spin up / spin down)   0.25477 / 0.25480 hartree
Net charge   0
E   -361.2742 Eh
Spin multiplicity   1
Molar mass   113.16 u

=====

(2)
This record from OMol25 describes 4 unconnected molecules or ions with the total composition C14H33BCl2O5 in a non-equilibrium geometry. The level of theory is ωB97M-V/def2-TZVPD.

Geometry (Å):
C 7.631 4.289 -1.677
C 6.132 4.450 -1.565
Cl 5.664 4.377 0.165
C 5.610 5.768 -2.131
Cl 5.451 5.559 -3.913
B 4.199 6.128 -1.489
C 2.828 5.467 -1.916
C 2.643 4.022 -1.522
O 2.363 3.681 -0.386
O 2.711 3.097 -2.530
H 7.981 4.550 -2.667
H 7.893 3.261 -1.453
H 8.137 4.902 -0.941
H 5.638 3.649 -2.098
H 6.344 6.543 -1.956
H 4.176 7.011 -0.693
H 2.674 5.548 -2.988
H 2.025 6.005 -1.428
H 3.561 3.124 -2.972
C -0.076 2.403 1.399
C -0.541 0.985 1.683
C -1.149 0.339 0.448
O -1.479 0.965 2.762
H -0.923 3.028 1.099
H 0.360 2.850 2.293
H 0.668 2.428 0.604
H 0.306 0.388 2.024
H -2.029 0.899 0.119
H -1.473 -0.679 0.669
H -0.434 0.306 -0.376
H -2.240 1.487 2.493
C -4.712 -3.456 -0.558
C -5.581 -2.216 -0.410
C -4.754 -1.005 -0.008
O -6.621 -2.445 0.541
H -4.228 -3.702 0.390
H -5.318 -4.315 -0.847
H -3.934 -3.311 -1.307
H -6.089 -2.012 -1.353
H -4.271 -1.174 0.959
H -5.389 -0.124 0.093
H -3.978 -0.793 -0.745
H -6.204 -2.629 1.388
C -0.925 -7.409 1.499
C -1.795 -6.161 1.511
C -2.828 -6.208 2.627
O -2.435 -5.987 0.247
H -1.538 -8.298 1.327
H -0.191 -7.354 0.696
H -0.398 -7.534 2.446
H -1.165 -5.281 1.638
H -3.498 -7.061 2.489
H -3.438 -5.305 2.622
H -2.352 -6.301 3.604
H -3.004 -6.747 0.098

## Properties
HOMO level   -9.9 eV
SMILES   C[C@@H](Cl)[C@@H](Cl)BCC(=O)O.CC(C)O.CC(C)O.CC(C)O
Frontier orbital gap   0.35956 hartree
Net charge   0
E   -1874.6476 Eh
Spin multiplicity   1
Molar mass   363.13 u

=====

(3)
This record from OMol25 describes a single C7H10 molecule. The level of theory is ωB97M-V/def2-TZVPD.

Geometry (Å):
C 1.344 0.014 -0.577
C 0.507 1.222 -1.135
C -0.905 0.777 -1.096
C -1.368 0.822 0.327
C -0.684 -0.356 1.034
C -0.510 -1.658 0.302
C 0.680 -0.762 0.551
H 2.283 0.441 -0.211
H 1.599 -0.658 -1.401
H 0.705 2.095 -0.492
H 0.862 1.437 -2.148
H -1.063 1.746 0.849
H -2.454 0.711 0.412
H -0.885 -0.406 2.102
H -0.911 -1.729 -0.706
H -0.572 -2.577 0.878
H 1.373 -1.121 1.308

## Properties
HOMO level   -8.1 eV
Energy above the lowest of the compared OMol25 structures with the same formula, charge and spin   98.6 kcal/mol
Frontier orbital gap   0.29775 hartree
Net charge   0
E   -272.5609 Eh
Spin multiplicity   1
Molar mass   94.16 u

=====

(4)
This record from OMol25 describes 2 unconnected molecules or ions with the total composition C3H7NO2S in a non-equilibrium geometry. The level of theory is ωB97M-V/def2-TZVPD.

Geometry (Å):
C -1.741 -0.311 -0.586
C 0.635 -0.986 -1.029
C -0.569 -0.238 -1.467
N 1.297 0.919 1.988
O 1.164 -0.157 2.433
O 1.324 2.002 2.868
S -0.561 0.647 -2.791
H -1.289 0.065 0.344
H -2.056 -1.336 -0.457
H -2.656 0.293 -0.816
H 1.489 -1.067 -1.733
H 0.291 -2.075 -0.771
H 1.147 -0.458 -0.252
H 1.527 2.700 2.269

## Properties
HOMO level   -8.3 eV
SMILES   CC(C)=S.O=NO
Energy above the lowest of the compared OMol25 structures with the same formula, charge and spin   103.7 kcal/mol
Frontier orbital gap   0.30368 hartree
Net charge   0
E   -721.7975 Eh
Spin multiplicity   1
Molar mass   121.16 u